This record from the Open Molecules 2025 dataset describes a cluster of 2 separate species, C29H58N2O7P in total at a distorted geometry. The level of theory is wB97M-V/def2-TZVPD.

Output
net charge	+1
orbital gap	8.95	eV
E_tot	-2117.162485	a.u.

Cartesian coordinates (Å):
C  0.9448  2.3276  7.5615
C  0.1300  2.0967  6.2763
C  0.7482  2.7259  5.0132
C  0.5903  1.8906  3.7259
C  -0.4012  2.4813  2.7078
C  -0.0711  2.1233  1.2624
C  -0.7399  3.0399  0.2087
C  -1.7836  2.3337  -0.6833
C  -1.6590  2.6336  -2.1920
C  -0.9742  1.4976  -2.9727
C  0.5581  1.7019  -3.0569
C  1.3928  0.4013  -3.0151
C  2.2295  0.2395  -1.7439
C  3.7649  0.0165  -1.8261
C  4.2962  -0.6589  -3.0834
C  4.0738  -2.1902  -3.1719
C  3.2573  -2.6081  -4.3888
O  3.8434  -2.1885  -5.5995
C  3.1401  -1.2085  -6.3294
C  4.0021  -0.6997  -0.4597
P  5.4470  -1.7792  -0.1246
O  5.1818  -3.1876  -0.3784
O  6.6336  -1.1861  -1.0144
O  5.8625  -1.4724  1.3914
C  2.6916  -1.2653  -0.0468
N  2.5886  -2.1542  1.0014
N  1.7445  -0.7559  -0.7588
C  0.3154  -1.0506  -0.6212
C  -0.1771  -2.1928  -1.5249
C  -0.6388  -3.3946  -0.6925
C  -1.9274  -3.0898  0.0677
O  -2.8046  -2.3329  -0.7382
C  -3.6334  -1.4699  0.0119
H  0.9402  1.4174  8.1609
H  1.9831  2.5694  7.3466
H  0.5015  3.1030  8.1807
H  -0.8581  2.5365  6.4183
H  -0.0329  1.0304  6.1272
H  1.8013  2.9296  5.2120
H  0.2985  3.7046  4.8378
H  0.2395  0.8990  4.0205
H  1.5664  1.7474  3.2556
H  -1.3956  2.1144  2.9732
H  -0.4188  3.5646  2.8270
H  1.0154  2.2361  1.1629
H  -0.2941  1.0739  1.0634
H  -1.2413  3.8375  0.7565
H  0.0234  3.5354  -0.3904
H  -2.7736  2.6568  -0.3615
H  -1.7575  1.2562  -0.5130
H  -1.0391  3.5236  -2.3103
H  -2.6335  2.8545  -2.6201
H  -1.3738  1.4911  -3.9866
H  -1.2190  0.5251  -2.5434
H  0.8927  2.4004  -2.2905
H  0.7419  2.1926  -4.0120
H  2.0385  0.3739  -3.8885
H  0.7148  -0.4431  -3.1432
H  2.1138  1.1934  -1.2124
H  4.2878  0.9651  -1.7183
H  3.8646  -0.2006  -3.9691
H  5.3618  -0.4512  -3.1504
H  3.5237  -2.5377  -2.2955
H  5.0381  -2.6888  -3.2151
H  2.2211  -2.2635  -4.2909
H  3.2211  -3.7002  -4.4047
H  2.0584  -1.2954  -6.2011
H  3.4474  -0.1936  -6.0576
H  3.3578  -1.3475  -7.3859
H  4.1323  0.1281  0.2594
H  6.9536  -0.3519  -0.6567
H  5.6884  -0.5631  1.6508
H  2.7483  -3.1220  0.7434
H  1.7606  -2.0313  1.5702
H  -0.2051  -0.1178  -0.8184
H  0.1257  -1.2923  0.4232
H  0.5793  -2.5026  -2.2436
H  -1.0449  -1.8132  -2.0587
H  0.1280  -3.6213  0.0522
H  -0.7690  -4.2625  -1.3341
H  -1.7244  -2.5539  1.0027
H  -2.4174  -4.0244  0.3564
H  -4.3769  -2.0097  0.6007
H  -3.0511  -0.8389  0.6907
H  -4.1653  -0.8168  -0.6752
O  -5.1773  -0.6103  3.1797
C  -6.1564  -0.3392  2.5491
O  -6.0851  0.0890  1.2651
C  -7.3969  0.4362  0.7790
C  -8.3651  -0.3300  1.6720
C  -7.6032  -0.3772  2.9967
H  -7.5179  1.5177  0.8640
H  -7.4670  0.1540  -0.2686
H  -9.3456  0.1360  1.7352
H  -8.4974  -1.3425  1.2889
H  -7.7929  0.5016  3.6145
H  -7.7988  -1.2761  3.5734

This record from the Open Molecules 2025 dataset describes a cluster of 7 separate species, C29H59BNO8 in total at a distorted geometry. The level of theory is wB97M-V/def2-TZVPD.

Output
net charge	-1
orbital gap	5.78	eV
E_tot	-1821.822452	a.u.

Cartesian coordinates (Å):
C  2.4010  -4.0884  -1.3663
C  1.9712  -5.5178  -1.1729
C  2.6787  -6.6520  -1.9040
N  0.9939  -5.7326  -0.3836
C  -0.2278  -6.4575  -0.8911
C  -0.5642  -6.2838  -2.3736
O  -1.8738  -6.7935  -2.3993
B  -2.4979  -6.2085  -1.1722
O  -1.2983  -5.8109  -0.3073
H  3.2742  -3.9489  -2.0042
H  1.5430  -3.5220  -1.7143
H  2.6399  -3.6927  -0.3776
H  2.6832  -7.5094  -1.2360
H  3.7142  -6.4271  -2.1556
H  2.1283  -6.9615  -2.7921
H  -0.1796  -7.5298  -0.6349
H  0.0596  -6.8057  -3.0997
H  -0.6302  -5.2029  -2.5672
H  -3.1318  -7.0760  -0.5495
H  -3.1500  -5.1745  -1.3542
C  0.4569  -1.0072  2.3070
C  0.9531  0.3295  1.7585
C  2.1283  -0.1064  0.8935
O  1.8131  -1.4062  0.4095
C  0.6742  -1.9319  1.1165
H  -0.5790  -0.9897  2.6403
H  1.0809  -1.3203  3.1483
H  0.1784  0.7856  1.1375
H  1.2388  1.0454  2.5303
H  3.0536  -0.1700  1.4818
H  2.3033  0.5631  0.0461
H  -0.1849  -1.9217  0.4412
H  0.8702  -2.9650  1.4001
C  -2.1830  -6.8841  3.0522
C  -3.4436  -6.6574  3.8822
C  -2.9033  -5.8532  5.0605
O  -1.8050  -5.0916  4.5641
C  -1.4498  -5.5718  3.2505
H  -2.3722  -7.0992  2.0010
H  -1.6031  -7.7105  3.4745
H  -4.1585  -6.0586  3.3140
H  -3.9397  -7.5779  4.1906
H  -2.5379  -6.5146  5.8574
H  -3.6454  -5.1750  5.4888
H  -1.7685  -4.8339  2.5113
H  -0.3674  -5.6769  3.1873
C  -0.8823  3.3595  -2.2418
C  -1.9596  3.8463  -1.2725
C  -2.4885  2.5302  -0.7219
O  -1.3923  1.6130  -0.7345
C  -0.3169  2.1574  -1.4970
H  -0.1233  4.1067  -2.4726
H  -1.3405  3.0402  -3.1807
H  -1.5083  4.4321  -0.4714
H  -2.7314  4.4521  -1.7383
H  -3.2835  2.1229  -1.3561
H  -2.8708  2.6215  0.2955
H  0.4807  2.4597  -0.8057
H  0.0771  1.3873  -2.1616
C  -5.1226  6.0332  2.2159
C  -4.6156  7.3642  1.6666
C  -3.4503  6.9149  0.7947
O  -3.7883  5.6128  0.3092
C  -4.9210  5.1098  1.0218
H  -6.1561  6.0617  2.5577
H  -4.4964  5.7114  3.0508
H  -5.3877  7.8324  1.0517
H  -4.3175  8.0743  2.4365
H  -2.5248  6.8384  1.3760
H  -3.2702  7.5787  -0.0511
H  -5.7880  5.1311  0.3525
H  -4.7344  4.0753  1.3116
C  3.8930  -1.0549  -2.6509
C  4.9805  -1.1605  -1.5876
C  6.1712  -0.5315  -2.2994
O  5.6393  0.4503  -3.1930
C  4.2206  0.2851  -3.2936
H  2.8829  -1.0991  -2.2460
H  4.0044  -1.8613  -3.3792
H  4.7050  -0.5665  -0.7135
H  5.1727  -2.1795  -1.2568
H  6.7190  -1.2751  -2.8897
H  6.8717  -0.0506  -1.6145
H  3.7386  1.1101  -2.7556
H  3.9264  0.3383  -4.3426
C  2.6216  7.5129  -0.0679
C  2.0350  6.2948  -0.7771
C  0.5406  6.5322  -0.6106
O  0.3553  7.9511  -0.5824
C  1.6203  8.5987  -0.4399
H  3.6388  7.7529  -0.3735
H  2.6190  7.3525  1.0125
H  2.3037  6.3129  -1.8357
H  2.3609  5.3430  -0.3608
H  0.1745  6.1199  0.3364
H  -0.0466  6.1056  -1.4224
H  1.8800  9.0654  -1.3968
H  1.5406  9.3815  0.3156

This record from the Open Molecules 2025 dataset describes a structure of composition C29H60AsCdN2O5S5Si. The level of theory is wB97M-V/def2-TZVPD.

Output
net charge	+1
orbital gap	8.94	eV
E_tot	-6310.797575	a.u.

Cartesian coordinates (Å):
Cd  -0.7369  -1.5900  -0.2693
C  -3.9787  -2.7705  -3.1227
C  -3.0496  -1.8563  -3.9082
S  -1.4442  -1.4713  -3.1426
C  -1.3962  0.3272  -3.3019
C  -2.4478  1.1430  -2.5495
S  -2.7572  0.6471  -0.8324
C  -4.5622  0.4778  -0.8541
C  -5.1665  -0.5448  -1.8101
S  -4.5415  -2.2115  -1.4951
H  -4.8475  -2.9916  -3.7450
H  -3.4853  -3.7200  -2.9080
H  -2.8441  -2.3352  -4.8666
H  -3.5342  -0.9078  -4.1361
H  -0.4029  0.5669  -2.9302
H  -1.4299  0.5936  -4.3597
H  -2.1191  2.1845  -2.5389
H  -3.4043  1.1145  -3.0698
H  -4.8192  0.2287  0.1776
H  -4.9926  1.4616  -1.0537
H  -6.2501  -0.5398  -1.6858
H  -4.9713  -0.2760  -2.8466
O  1.2018  -1.1984  2.0493
C  0.5212  -0.3694  2.9647
C  -0.9727  -0.5897  2.9934
C  -1.6712  -0.2560  4.1513
C  -3.0415  -0.4087  4.1892
C  -3.6871  -0.9148  3.0679
C  -2.9259  -1.2315  1.9636
N  -1.5951  -1.0627  1.9141
H  1.3672  -0.6948  1.2236
H  0.7151  0.6826  2.7389
H  0.9138  -0.5668  3.9646
H  -1.1283  0.1177  5.0098
H  -3.5989  -0.1504  5.0799
H  -4.7565  -1.0715  3.0512
H  -3.3837  -1.6497  1.0743
C  3.1399  -3.1490  -1.7775
C  2.4696  -3.0546  -0.4382
N  3.2388  -2.7425  0.6161
O  1.2557  -3.2516  -0.3143
H  4.2170  -3.2885  -1.7066
H  2.9343  -2.2112  -2.2982
H  2.6939  -3.9580  -2.3515
H  4.2015  -2.4878  0.4796
H  2.7848  -2.4666  1.4776
C  0.3131  -6.2399  0.0011
As  -0.9494  -5.1564  0.9606
C  -0.1043  -4.3205  2.4642
C  -2.2087  -6.4098  1.6948
S  -2.0598  -3.8017  -0.2423
H  0.7328  -6.9852  0.6757
H  1.0837  -5.5940  -0.4044
H  -0.2201  -6.7321  -0.8102
H  0.4685  -5.0579  3.0250
H  -0.8893  -3.9015  3.0932
H  0.5358  -3.5216  2.0986
H  -1.6932  -7.1340  2.3240
H  -2.7108  -6.9209  0.8757
H  -2.9439  -5.8604  2.2790
C  0.9510  3.5226  -2.9346
C  2.3547  3.1494  -2.4781
C  3.2621  4.3715  -2.5070
C  2.9265  2.0367  -3.3473
O  2.3451  2.7115  -1.1094
Si  1.3560  1.8123  -0.1771
S  1.1603  -0.1347  -0.9620
O  2.0772  1.7693  1.3003
C  3.4817  1.7854  1.6517
C  3.5629  1.2397  3.0708
C  3.9867  3.2212  1.6086
C  4.2848  0.8974  0.7077
O  -0.1381  2.4405  -0.0113
C  -0.6234  3.5327  0.7999
C  0.4475  4.5980  0.9961
C  -1.8132  4.1211  0.0542
C  -1.0582  2.9474  2.1380
H  0.9800  3.9015  -3.9571
H  0.5274  4.2933  -2.2909
H  0.2895  2.6552  -2.9084
H  3.3537  4.7601  -3.5218
H  4.2565  4.1067  -2.1455
H  2.8591  5.1576  -1.8666
H  2.9934  2.3666  -4.3852
H  2.2977  1.1472  -3.3002
H  3.9279  1.7707  -3.0054
H  2.9040  1.8063  3.7309
H  4.5823  1.3247  3.4488
H  3.2734  0.1878  3.0958
H  3.4487  3.8340  2.3334
H  3.8491  3.6433  0.6140
H  5.0480  3.2525  1.8601
H  3.8651  -0.1100  0.6957
H  5.3195  0.8447  1.0510
H  4.2752  1.2889  -0.3089
H  0.7804  4.9960  0.0367
H  1.3106  4.1944  1.5231
H  0.0409  5.4223  1.5840
H  -1.4973  4.4948  -0.9214
H  -2.2406  4.9522  0.6168
H  -2.5804  3.3607  -0.0908
H  -0.1917  2.5519  2.6711
H  -1.7768  2.1415  1.9721
H  -1.5261  3.7128  2.7593

This record from the Open Molecules 2025 dataset describes a cluster of 8 separate species, C29H60ClO8P in total at a distorted geometry. The level of theory is wB97M-V/def2-TZVPD.

Output
net charge	0
orbital gap	8.47	eV
E_tot	-2544.334117	a.u.
structure (SMILES)	COCCCCPCCCCl.CC(C)=O.CC(C)=O.CC(C)=O.CC(C)=O.CC(C)=O.CC(C)=O.CC(C)=O

Cartesian coordinates (Å):
C  1.1996  1.8070  0.5378
O  1.8651  0.5271  0.4976
C  1.8991  -0.0280  -0.8317
C  0.5364  -0.6988  -1.3066
C  -0.0300  -1.8195  -0.3221
C  -0.6716  -1.1895  1.0188
P  -2.3169  -1.9519  1.5344
C  -3.5705  -1.4810  0.1578
C  -3.3508  0.0541  -0.2812
C  -4.7610  0.7660  -0.4674
Cl  -5.6270  0.1098  -1.9673
H  0.3097  1.8514  -0.1655
H  0.7755  1.9521  1.5927
H  1.9603  2.6385  0.3722
H  2.1495  0.8074  -1.5696
H  2.7009  -0.8270  -0.8536
H  0.7706  -1.2320  -2.2975
H  -0.2870  0.0516  -1.5694
H  0.7473  -2.6252  -0.1128
H  -0.8920  -2.3627  -0.8495
H  0.1155  -1.2542  1.8454
H  -0.7880  -0.0708  0.8052
H  -2.1985  -3.3935  1.4522
H  -4.6204  -1.5567  0.5923
H  -3.4296  -2.2121  -0.6973
H  -2.7166  0.0974  -1.2197
H  -2.8162  0.6232  0.5521
H  -4.6816  1.8935  -0.6179
H  -5.4598  0.6164  0.4233
C  3.7426  3.4306  4.0947
C  2.4594  2.6861  4.3498
C  2.5389  1.1891  4.4776
O  1.3942  3.2740  4.4471
H  3.5320  4.4998  4.0224
H  4.4389  3.2662  4.9192
H  4.1860  3.0960  3.1544
H  3.1813  0.9161  5.3171
H  2.9268  0.7591  3.5513
H  1.5392  0.7890  4.6581
C  4.2964  -4.1063  5.0697
C  3.4426  -2.9256  4.6884
C  2.9170  -2.8767  3.2788
O  3.1868  -2.0426  5.4891
H  4.6042  -4.0090  6.1128
H  3.7248  -5.0300  4.9568
H  5.1892  -4.1380  4.4417
H  2.2827  -3.7446  3.0856
H  3.7498  -2.8538  2.5725
H  2.3208  -1.9710  3.1472
C  6.0945  4.8061  7.9974
C  6.9587  4.3245  6.8623
C  8.4134  4.7121  6.8864
O  6.4987  3.6476  5.9592
H  5.0722  4.4527  7.8494
H  6.4690  4.4103  8.9437
H  6.0882  5.8977  8.0227
H  8.8900  4.3121  7.7838
H  8.5091  5.7995  6.8629
H  8.9132  4.2969  6.0092
C  -0.4319  -7.2752  1.6448
C  0.5543  -6.6667  2.6057
C  0.7458  -7.3550  3.9312
O  1.1733  -5.6559  2.3212
H  -0.4670  -6.6751  0.7332
H  -0.1212  -8.2896  1.3856
H  -1.4273  -7.2902  2.0935
H  1.1085  -8.3728  3.7729
H  -0.1977  -7.3735  4.4804
H  1.4839  -6.8074  4.5206
C  -5.6197  2.5344  -4.1410
C  -5.4099  3.2314  -5.4592
C  -6.3567  4.3485  -5.8116
O  -4.5083  2.9042  -6.2127
H  -4.8672  1.7545  -4.0204
H  -5.5178  3.2499  -3.3221
H  -6.6089  2.0735  -4.1170
H  -6.2877  5.1434  -5.0661
H  -7.3789  3.9678  -5.8613
H  -6.0877  4.7593  -6.7873
C  -2.6801  6.6018  -9.4669
C  -3.9558  5.8469  -9.2005
C  -3.8578  4.3529  -9.0505
O  -5.0259  6.4246  -9.1096
H  -2.9009  7.6677  -9.5521
H  -1.9808  6.4531  -8.6415
H  -2.2343  6.2599  -10.4033
H  -3.2119  4.1054  -8.2062
H  -3.4643  3.9115  -9.9689
H  -4.8508  3.9422  -8.8619
C  -1.8319  -3.3547  -4.0536
C  -1.3718  -4.5959  -3.3355
C  -0.9804  -5.7797  -4.1797
O  -1.3184  -4.6399  -2.1188
H  -2.0811  -2.5837  -3.3213
H  -1.0341  -2.9807  -4.6988
H  -2.7219  -3.5759  -4.6463
H  -0.1451  -5.5127  -4.8304
H  -1.8328  -6.1081  -4.7780
H  -0.6705  -6.6007  -3.5303